Formula: C4H7NO2
Source: the OMol25 dataset
Level of theory: ωB97M-V/def2-TZVPD

The geometry in XYZ format:
```
14
Properties=species:S:1:pos:R:3:nbo_charge:R:1
N -1.85620 -0.33791 -0.46335 -0.838
C -0.53959 0.17144 -0.41349 0.477
O -0.51881 1.53703 -0.41941 -0.702
C 0.62503 -0.59342 -0.91116 -0.441
C 0.42201 -0.58588 0.60041 -0.414
C 1.18650 0.29280 1.44752 0.426
O 1.69949 1.33174 1.06745 -0.603
H -2.52328 0.41765 -0.55205 0.393
H -1.99849 -1.04254 -1.17665 0.373
H 0.34348 1.83664 -0.06106 0.507
H 0.46624 -1.53705 -1.40985 0.224
H 1.47077 -0.02563 -1.27175 0.240
H 0.01058 -1.47731 1.04807 0.234
H 1.21229 0.01245 2.51532 0.125
```

Output
SMILES = N[C@]1(O)C[C@H]1C=O
LUMO = 0.789 eV
Maximum force = 0.77 eV/A



Formula: C2H5N5S
Source: the OMol25 dataset
Level of theory: ωB97M-V/def2-TZVPD

The geometry in XYZ format:
```
13
Properties=species:S:1:pos:R:3:nbo_charge:R:1
H -2.23870 1.69106 -0.58860 0.371
N -1.27882 1.93219 -0.19334 -0.718
C -0.52445 0.90399 -0.05874 0.550
N 0.79821 0.78988 0.37936 -0.634
C 1.33117 -0.45935 0.03736 0.548
N 2.45228 -0.93710 -0.07710 -0.684
H 3.20080 -0.24581 0.32242 0.352
N 0.17149 -1.25314 -0.17064 -0.472
N -0.92794 -0.37212 -0.45374 -0.451
S -2.34878 -1.07269 0.11258 0.214
H 1.26615 1.68786 0.21982 0.427
H 0.30752 -1.84976 -1.02489 0.393
H -2.20894 -0.81500 1.49549 0.102
```

Output
SMILES = [H]/N=c1/[nH]/c(=N\[H])[nH]n1S
LUMO = 0.595 eV
Maximum force = 4.83 eV/A



Formula: C5H6O
Source: the OMol25 dataset
Level of theory: ωB97M-V/def2-TZVPD

The geometry in XYZ format:
```
12
Properties=species:S:1:pos:R:3:nbo_charge:R:1
C 0.90835 -0.11336 0.93112 -0.595
C 0.91448 -1.18667 -0.07114 -0.119
C -1.31982 -0.40584 -0.68418 0.167
O -1.52749 0.00985 0.63153 -0.485
C -0.27794 0.75661 0.50180 0.100
C -0.37917 0.54837 -1.01241 -0.304
H 1.84047 0.46113 1.01487 0.219
H 0.68025 -0.77429 1.80986 0.234
H 1.49508 -0.96628 -0.98386 0.113
H -1.98551 -1.11827 -1.16894 0.223
H -0.34708 1.75860 0.93959 0.202
H -0.00162 1.03014 -1.90822 0.244
```

Output
LUMO = 0.273 eV
Maximum force = 2.84 eV/A



Formula: C53H52BrF7I2N3O2
Source: the OMol25 dataset
Level of theory: ωB97M-V/def2-TZVPD

The geometry in XYZ format:
```
120
Properties=species:S:1:pos:R:3:mulliken_charge:R:1
C -2.67181 3.47585 -3.35766 -0.965
C -2.90385 1.93586 -3.96382 -0.142
C -1.61179 0.96402 -3.68378 -0.936
I -1.27226 -0.24097 -5.53050 0.052
C -1.78856 -0.00804 -2.33928 1.582
C -2.38010 0.78350 -1.03100 -0.876
N -1.23623 1.67077 -0.51634 -0.102
C -0.23348 0.65720 0.04846 -0.411
N 0.47622 1.04624 1.19123 0.470
C 1.97444 0.71875 1.26093 -0.424
C 2.73626 1.84222 0.28416 0.272
O 2.78244 3.09991 0.80430 -0.496
Br 3.47216 1.32791 -1.51513 -0.052
C -0.11545 1.81620 2.35108 -0.621
C -0.34310 0.94624 3.72172 0.180
O 0.43168 -0.03984 4.18164 -0.481
I -2.11347 1.53455 4.94414 0.131
N 0.07473 -0.69036 -0.56467 0.068
C -0.40468 -0.81554 -1.99314 -0.485
H -3.51447 4.22504 -3.67377 0.341
H -1.62088 3.90199 -3.69094 0.277
H -2.64836 3.45366 -2.17065 0.121
H -3.90493 1.46464 -3.54241 0.229
H -3.08716 2.08648 -5.12517 0.298
H -0.67204 1.65756 -3.57063 0.484
H -2.60432 -0.81036 -2.64505 -0.815
H -3.29662 1.48047 -1.24025 0.366
H -2.59955 -0.04724 -0.20446 0.241
H -0.78265 2.19226 -1.30814 0.318
H 2.36360 0.82273 2.38190 0.390
H 2.22903 -0.37612 0.93101 0.399
H -1.10208 2.37784 2.02501 0.485
H 0.67193 2.66895 2.62693 0.368
H -0.21228 -1.49221 0.03811 0.311
H -0.54730 -1.97526 -2.20420 0.186
H 0.44241 -0.38577 -2.71368 0.185
F 5.41822 -1.37334 -3.75710 -0.300
C 6.59791 -0.94552 -3.28812 0.263
C 7.72941 -1.04358 -4.09045 -0.439
C 8.95696 -0.59353 -3.60448 -0.340
C 9.04131 -0.05993 -2.31610 -0.473
C 7.90084 0.02959 -1.51657 -0.293
C 6.67157 -0.41020 -2.00698 -0.439
H 7.64623 -1.46854 -5.08541 0.407
H 9.84603 -0.65862 -4.22678 0.370
H 9.99980 0.28686 -1.93580 0.395
H 7.96972 0.44147 -0.51262 0.348
H 5.77345 -0.33982 -1.40237 0.503
F -4.50052 -1.60868 -3.80110 -0.044
C -4.76584 -2.87284 -3.44596 0.392
C -5.94305 -3.47266 -3.87961 -0.303
C -6.21727 -4.79059 -3.51433 -0.529
C -5.31535 -5.49106 -2.70956 -0.624
C -4.13887 -4.87859 -2.27518 -0.363
C -3.85971 -3.56454 -2.64985 -0.316
H -6.63567 -2.91024 -4.49720 0.322
H -7.13117 -5.27116 -3.85463 0.406
H -5.53177 -6.51751 -2.42120 0.379
H -3.44038 -5.42440 -1.64549 0.409
H -2.94574 -3.07611 -2.32856 0.232
F -8.63927 -1.36945 -5.81063 -0.345
C -7.87558 -0.27017 -5.86528 0.258
C -8.39952 0.94838 -5.44783 -0.521
C -7.60304 2.09228 -5.49974 -0.434
C -6.29367 2.00664 -5.97932 -0.595
C -5.77855 0.77987 -6.40077 -0.284
C -6.57154 -0.36568 -6.33823 -0.226
H -9.42141 0.99716 -5.08615 0.419
H -8.00072 3.04832 -5.16840 0.384
H -5.67427 2.89992 -6.02382 0.445
H -4.76054 0.71643 -6.77750 0.409
H -6.18421 -1.32891 -6.65333 0.509
F -4.87948 -3.74345 10.20073 -0.299
C -4.59393 -2.62299 9.52424 0.239
C -5.34577 -1.47565 9.75229 -0.342
C -5.04549 -0.30737 9.05190 -0.442
C -4.00259 -0.30258 8.12232 -0.199
C -3.25701 -1.46067 7.89681 -0.164
C -3.55033 -2.62551 8.60543 -0.407
H -6.15743 -1.50053 10.47203 0.401
H -5.62231 0.59707 9.22861 0.354
H -3.77162 0.60764 7.57302 0.123
H -2.44844 -1.45566 7.16983 0.306
H -2.97522 -3.53212 8.44909 0.395
F 9.94034 2.04513 0.94140 -0.337
C 9.78619 1.44021 2.12669 0.292
C 8.59566 1.60067 2.82707 -0.270
C 8.43276 0.96683 4.05885 -0.359
C 9.46759 0.18763 4.58207 -0.450
C 10.66072 0.03678 3.87383 -0.373
C 10.81897 0.66160 2.63706 -0.438
H 7.80615 2.21647 2.40883 0.466
H 7.50284 1.07965 4.61064 0.348
H 9.34179 -0.30293 5.54493 0.361
H 11.46628 -0.56682 4.28497 0.356
H 11.73631 0.54779 2.06903 0.408
F -1.02371 7.33933 1.04848 -0.302
C 0.31233 7.32017 0.95239 0.252
C 0.98254 6.10200 0.97508 -0.371
C 2.37326 6.08127 0.86989 -0.244
C 3.07972 7.28096 0.75405 -0.680
C 2.39830 8.49887 0.73731 -0.386
C 1.00696 8.51856 0.83126 -0.414
H 0.41768 5.18081 1.07411 0.391
H 2.90605 5.13364 0.87879 0.647
H 4.16476 7.26457 0.67652 0.394
H 2.95059 9.43154 0.65120 0.369
H 0.46069 9.45574 0.81087 0.417
F -1.28391 -3.90963 0.21264 -0.156
C -0.88855 -5.07533 0.74127 0.558
C -1.78461 -6.13679 0.80469 -0.394
C -1.37183 -7.35230 1.35033 -0.591
C -0.06945 -7.48945 1.83694 -0.485
C 0.82100 -6.41660 1.77341 -0.500
C 0.41132 -5.20489 1.21758 -0.343
H -2.79472 -6.00914 0.42940 0.457
H -2.06239 -8.19066 1.39741 0.366
H 0.25071 -8.43630 2.26651 0.368
H 1.83288 -6.52444 2.15652 0.364
H 1.09315 -4.36349 1.15215 0.383
```

Output
Total charge = +1
LUMO = -4.779 eV
Maximum force = 9.79 eV/A



Formula: BF4H24O12
Source: the OMol25 dataset
Level of theory: ωB97M-V/def2-TZVPD

The geometry in XYZ format:
```
41
Properties=species:S:1:pos:R:3:nbo_charge:R:1
B 0.15560 0.06602 -0.35073 1.345
F -0.52963 -0.86295 0.44957 -0.583
F 0.05754 1.37604 0.14475 -0.557
F 1.47966 -0.43827 -0.31941 -0.570
F -0.40285 -0.06086 -1.58143 -0.570
O 1.41880 -1.50923 2.28368 -0.977
H 0.80062 -1.10973 1.67173 0.469
H 1.92916 -2.11599 1.74739 0.493
O -0.62161 2.65151 2.87399 -0.943
H -0.70109 3.59978 2.77063 0.481
H -1.20195 2.28774 2.20533 0.491
O 2.66233 -3.08885 0.25010 -0.963
H 1.83963 -2.71189 -0.06182 0.491
H 3.01508 -3.55538 -0.50764 0.475
O -1.12396 -2.61034 -2.19607 -0.940
H -1.17586 -1.66111 -2.08434 0.485
H -2.03294 -2.88897 -2.30722 0.470
O 1.66624 1.52070 2.81398 -0.987
H 1.38603 0.63131 2.59791 0.471
H 0.85659 1.97980 3.03740 0.479
O -0.73028 -3.42654 0.37372 -0.990
H -0.93127 -2.63153 0.86746 0.479
H -0.70130 -3.14104 -0.53946 0.482
O 4.21522 0.19498 0.67950 -0.963
H 3.80079 1.02254 0.92370 0.475
H 3.51536 -0.31142 0.26721 0.487
O -2.40854 3.06573 0.50270 -0.950
H -3.35465 3.08772 0.35908 0.472
H -2.12469 2.24207 0.10617 0.480
O -2.34575 0.05453 -3.50225 -0.940
H -3.14195 0.56415 -3.65252 0.462
H -2.04745 0.32582 -2.63412 0.475
O -2.13025 -0.40126 2.75006 -0.944
H -1.37994 -0.46934 3.34051 0.478
H -1.79881 0.08647 1.99607 0.466
O 0.10202 3.31804 -1.69167 -0.959
H -0.80805 3.58886 -1.57058 0.458
H 0.18855 2.52444 -1.16353 0.485
O 0.86675 -0.75964 -3.76400 -0.950
H 1.49645 -0.05928 -3.93490 0.458
H 0.24025 -0.37479 -3.15111 0.478
```

Output
Total charge = -1
LUMO = 1.929 eV
Maximum force = 2.71 eV/A